No. 1
Formula: C33H42F6N6O4S2SeZr
Source: the OMol25 dataset
Level of theory: the ωB97M-V functional and the def2-TZVPD basis

Values from the calculation:
HOMO level: -13.2 eV
Charge: +2
E_LUMO: -0.216 Ha
HOMO-LUMO gap: 0.268 hartree

Each line ends with the Mulliken charge.
Positions of all 95 atoms, in Å:
1 Zr -0.28 -0.35 0.57  -0.189
2 Se 1.26 1.41 -0.72  -0.610
3 S 0.09 -0.02 3.28  0.722
4 S -1.44 -2.25 3.06  1.027
5 F 1.17 2.05 4.25  -0.149
6 F -3.26 -2.46 4.87  -0.159
7 F 0.10 0.85 5.71  -0.143
8 F -4.00 -2.10 2.85  -0.172
9 F 2.01 0.17 4.95  -0.147
10 F -3.11 -0.48 3.99  -0.200
11 O -1.29 -3.65 3.19  -0.534
12 O 1.14 -0.15 2.21  -0.564
13 O -0.99 0.77 2.64  -0.541
14 O -1.48 -1.70 1.64  -0.624
15 N 0.44 2.40 -3.25  2.326
16 N -0.37 -1.38 3.88  -0.427
17 N -0.79 -1.07 -1.26  0.913
18 N 1.81 0.72 -3.48  1.755
19 N -2.08 0.99 -0.03  2.341
20 N 1.32 -2.07 0.21  2.316
21 C -0.18 2.68 -5.70  -1.129
22 C 1.87 5.10 -2.66  0.070
23 C 1.21 1.54 -2.60  -1.112
24 C -1.99 2.42 0.40  -1.114
25 C 1.35 1.05 -4.76  0.446
26 C 0.43 4.90 -3.15  -0.846
27 C 1.60 0.48 -6.01  -1.311
28 C 5.15 1.66 -1.89  -0.970
29 C 1.64 -3.83 -1.51  -0.559
30 C -2.19 0.87 -1.50  0.687
31 C 0.91 0.85 4.70  0.576
32 C 2.77 -1.68 0.24  -1.194
33 C -3.10 -1.79 3.77  0.608
34 C -3.10 1.58 -3.61  -1.126
35 C -0.05 -4.22 -3.15  -0.901
36 C -0.22 -2.30 -1.71  -0.365
37 C 0.07 2.12 -6.93  -1.000
38 C -0.74 -3.10 -2.71  -0.707
39 C 4.25 0.38 -3.92  -0.865
40 C -2.97 1.74 -2.24  -0.795
41 C 1.17 -4.57 -2.58  -1.025
42 C 1.12 -3.10 1.29  -1.508
43 C -1.62 -0.31 -3.49  -0.833
44 C -1.54 -0.21 -2.11  0.224
45 C 4.74 1.71 -3.37  -0.009
46 C -2.40 0.56 -4.23  -1.269
47 C -0.22 3.61 -2.67  -0.460
48 C 2.98 -0.15 -3.24  -0.465
49 C 1.99 5.23 -1.13  -0.980
50 C 0.48 2.12 -4.61  0.514
51 C 0.94 -2.73 -1.06  0.488
52 C -3.34 0.42 0.57  -1.297
53 C 0.94 1.03 -7.09  -0.842
54 H -3.34 0.57 1.64  0.343
55 H -1.71 -2.88 -3.13  0.765
56 H 5.70 2.56 -1.61  0.432
57 H -4.20 0.92 0.14  0.506
58 H 3.09 -1.40 -0.75  0.358
59 H 4.29 1.59 -1.22  0.052
60 H -1.05 -1.07 -4.01  0.585
61 H -1.17 2.90 -0.10  0.365
62 H -0.88 3.51 -5.58  0.513
63 H 0.42 4.94 -4.24  0.396
64 H -0.19 5.73 -2.79  0.535
65 H 1.85 4.27 -0.62  0.075
66 H -3.74 2.25 -4.17  0.434
67 H 2.98 5.60 -0.85  0.425
68 H 3.38 -2.53 0.56  0.416
69 H 2.75 -1.15 -3.60  0.364
70 H -0.43 2.53 -7.81  0.468
71 H 1.21 -2.66 2.27  0.299
72 H -2.91 2.94 0.16  0.548
73 H -0.47 -4.83 -3.94  0.474
74 H -1.27 3.59 -2.96  0.240
75 H 2.95 -0.87 0.92  0.218
76 H 3.13 -0.16 -2.18  -0.483
77 H 2.55 -4.15 -1.00  0.422
78 H -3.49 2.56 -1.75  0.358
79 H 2.26 6.01 -3.12  0.485
80 H -3.41 -0.63 0.34  0.290
81 H 1.25 5.94 -0.74  0.322
82 H 5.60 2.02 -3.96  0.461
83 H 5.81 0.80 -1.70  0.308
84 H 1.10 0.62 -8.07  0.481
85 H 1.88 -3.87 1.22  0.648
86 H -2.47 0.43 -5.31  0.462
87 H 2.27 -0.37 -6.13  0.548
88 H 3.97 2.48 -3.51  -0.150
89 H -0.15 3.53 -1.59  -0.635
90 H 0.17 -3.58 1.18  0.401
91 H -1.85 2.48 1.46  0.204
92 H 2.50 4.27 -3.01  -0.247
93 H 5.03 -0.38 -3.78  0.514
94 H 4.08 0.47 -4.99  0.454
95 H 1.72 -5.44 -2.93  0.479



No. 2
Formula: C5H12N2O2
Source: the OMol25 dataset
Level of theory: the ωB97M-V functional and the def2-TZVPD basis

Values from the calculation:
HOMO level (alpha / beta): -7.7 / -7.7 eV
Charge: 0
E_LUMO (alpha / beta): 0.019 / 0.019 Ha
HOMO-LUMO gap (alpha / beta): 0.301 / 0.301 hartree

Each line ends with the Mulliken charge.
Positions of all 21 atoms, in Å:
1 O 1.89 -0.24 -1.54  -0.534
2 O 2.37 1.38 -0.10  -0.638
3 N 1.25 -2.51 -0.51  -0.669
4 N 1.19 0.06 1.93  -0.515
5 C 1.82 0.31 -0.37  0.294
6 C 0.83 -0.29 0.57  0.737
7 C -0.58 2.60 0.39  -1.048
8 C 0.33 -1.60 0.20  -0.584
9 C -0.80 1.20 -0.22  -0.618
10 H -0.39 1.19 -1.23  0.314
11 H -1.76 0.73 -0.14  0.422
12 H 0.32 3.09 0.10  0.265
13 H -0.78 2.46 1.42  0.299
14 H 1.61 -1.15 -1.66  0.445
15 H 0.96 -0.52 2.73  0.172
16 H 2.27 -2.54 -0.16  0.233
17 H 0.05 -2.04 1.13  0.400
18 H 1.00 -3.52 -0.59  0.233
19 H -0.68 -1.40 -0.35  0.216
20 H 1.50 1.00 2.05  0.205
21 H -1.38 3.36 0.14  0.372



No. 3
Formula: C25H35Cl51O3P2S2
Source: the OMol25 dataset
Level of theory: the ωB97M-V functional and the def2-TZVPD basis

Values from the calculation:
HOMO level: -8.3 eV
Charge: 0
E_LUMO: -0.001 Ha
HOMO-LUMO gap: 0.304 hartree

Each line ends with the Mulliken charge.
Positions of all 118 atoms, in Å:
1 Cl 2.85 -14.07 0.15  -0.106
2 Cl 5.05 -2.98 -4.49  -0.129
3 Cl -4.68 -5.84 -3.69  -0.046
4 Cl 2.07 -11.26 2.74  -0.093
5 Cl 0.45 -15.31 5.08  -0.117
6 Cl 0.09 -11.16 0.62  -0.129
7 Cl 1.15 6.20 -1.34  0.110
8 Cl -6.22 -0.15 -8.93  -0.125
9 Cl 5.43 -4.67 -2.16  -0.075
10 Cl 2.93 -7.48 1.52  -0.113
11 Cl -3.41 10.40 4.93  -0.105
12 Cl 5.20 0.26 9.49  -0.119
13 Cl -4.80 -5.08 -7.22  -0.102
14 Cl 1.34 -1.96 -3.87  -0.118
15 Cl 5.56 -1.07 4.34  -0.141
16 Cl -0.95 11.03 -1.95  -0.112
17 Cl -2.36 6.37 1.61  -0.043
18 Cl 2.83 10.12 1.90  -0.129
19 Cl 3.13 -0.41 5.79  -0.165
20 Cl 2.34 0.72 9.75  -0.134
21 Cl 3.80 6.26 -2.52  -0.135
22 Cl 3.48 -1.85 10.52  -0.129
23 Cl -1.91 9.13 0.83  0.027
24 Cl -5.52 10.52 2.95  -0.118
25 Cl -0.69 -4.03 -3.85  -0.106
26 Cl -3.59 -1.33 -9.22  -0.099
27 Cl 3.03 9.98 -0.99  -0.139
28 Cl -3.17 9.46 -2.96  -0.112
29 Cl -1.63 4.06 -3.51  -0.016
30 Cl -1.58 -15.22 3.00  -0.112
31 Cl -1.08 -1.56 -2.32  -0.106
32 Cl 3.39 -3.00 4.51  -0.146
33 Cl -2.36 -15.36 5.80  -0.133
34 Cl -2.02 -5.83 -6.90  -0.116
35 Cl 1.53 7.96 0.45  0.183
36 Cl -0.76 8.12 3.29  -0.070
37 Cl -7.55 -5.65 -3.29  -0.126
38 Cl -2.94 11.71 2.38  -0.070
39 Cl -0.52 8.29 -2.78  -0.025
40 Cl 5.55 -6.33 1.08  -0.101
41 Cl -4.02 0.77 -7.28  -0.053
42 Cl -6.21 -8.21 -3.03  -0.127
43 Cl -4.26 4.09 -2.31  -0.098
44 Cl 5.14 -8.21 3.26  -0.133
45 Cl -3.55 1.99 -4.18  -0.125
46 Cl 3.10 -5.03 -3.86  -0.076
47 Cl 5.46 -12.92 -0.34  -0.134
48 Cl 1.93 4.15 -3.24  -0.104
49 Cl -2.85 -3.09 -6.43  -0.029
50 Cl -0.75 -11.22 3.40  -0.118
51 Cl 5.09 -14.79 1.85  -0.128
52 S 2.74 6.41 3.35  -0.375
53 S 1.72 1.55 2.23  1.589
54 P 1.52 5.10 2.55  0.361
55 P -0.33 1.10 0.13  -0.382
56 O 2.75 1.26 1.30  -0.691
57 O 1.25 0.39 2.90  -0.651
58 O 2.23 2.59 3.33  -0.352
59 C -3.33 3.69 -3.75  -0.051
60 C 0.36 2.23 -2.40  -0.944
61 C -1.16 -14.75 4.65  0.368
62 C 0.48 -10.66 2.26  0.122
63 C 2.01 9.66 0.41  0.042
64 C 2.11 5.85 -2.77  -0.155
65 C 1.29 3.61 3.65  0.039
66 C -2.00 1.75 -0.24  -0.859
67 C 0.76 1.21 -1.34  -0.260
68 C -0.39 -2.30 -3.77  0.202
69 C -4.13 11.36 3.64  -0.057
70 C -4.48 0.15 -8.87  -0.057
71 C -1.43 9.76 -3.08  -0.179
72 C 4.41 -6.92 2.29  0.341
73 C 3.81 -1.28 4.41  0.488
74 C -2.13 8.03 2.19  -0.180
75 C 3.60 -0.48 9.41  0.450
76 C -0.14 3.13 3.75  -1.375
77 C -0.72 2.57 2.46  -0.858
78 C 4.34 -13.51 0.89  0.429
79 C 4.81 -4.59 -3.81  -0.023
80 C 0.32 2.29 1.39  0.037
81 C -3.13 -4.55 -7.38  -0.051
82 C -6.22 -6.66 -3.86  0.082
83 C -2.12 3.29 -0.49  1.825
84 H 1.11 10.25 0.32  0.085
85 H -2.65 1.51 0.58  0.696
86 H 0.80 0.25 -1.82  0.165
87 H 4.17 -6.10 2.95  0.001
88 H -2.40 1.25 -1.10  0.435
89 H -1.21 10.10 -4.08  0.365
90 H 1.73 6.45 -3.58  0.318
91 H -2.27 3.46 -1.55  -2.141
92 H -0.55 1.93 -2.88  0.161
93 H -0.22 2.45 4.58  0.336
94 H -2.94 -4.32 -8.42  0.326
95 H -2.96 3.68 0.06  0.587
96 H 0.24 3.20 -1.94  0.008
97 H -1.15 1.61 2.68  0.554
98 H 1.57 3.99 4.62  0.668
99 H 0.50 -9.58 2.30  0.233
100 H 1.75 1.43 -0.97  0.444
101 H 5.36 -5.29 -4.41  0.312
102 H 3.37 -0.87 3.51  -0.070
103 H 1.14 2.32 -3.14  0.753
104 H 3.45 -0.84 8.41  -0.058
105 H -0.71 4.00 4.03  0.496
106 H 4.10 -12.69 1.55  -0.073
107 H 0.27 5.71 2.38  -0.219
108 H -1.17 -13.67 4.70  -0.009
109 H -4.23 0.88 -9.63  0.334
110 H 0.68 3.20 0.92  -0.071
111 H -6.38 -6.85 -4.92  0.217
112 H -3.02 8.32 2.72  0.256
113 H 2.01 4.67 1.31  0.041
114 H -0.87 -1.84 -4.63  0.072
115 H -1.24 3.81 -0.17  -0.354
116 H -1.52 3.18 2.07  0.265
117 H -3.71 4.30 -4.57  0.390
118 H -4.47 12.29 4.06  0.362



The records above give, respectively, energy above the lowest of the compared OMol25 structures with the same formula, charge and spin values of 0.9483; 4.0830; 0.9555 eV.